Record 1
{"formula": "C2H5N5O", "method": "ωB97M-V/def2-TZVPD", "species": ["N", "N", "C", "N", "C", "O", "N", "N", "H", "H", "H", "H", "H"], "positions_angstrom": [[2.46575, -0.12141, -0.02444], [1.25263, 0.49087, -0.13963], [0.22655, -0.19615, -0.27774], [-0.00872, -1.54578, -0.29538], [-1.25575, -1.63953, 0.01188], [-1.93516, -0.51532, 0.12874], [-1.02680, 0.52287, -0.39262], [-1.29533, 1.75057, 0.00583], [2.37719, -1.10510, 0.18849], [3.07108, 0.44223, 0.58975], [-1.72911, -2.59256, 0.16745], [-0.86105, 2.14063, 0.83002], [-1.28128, 2.36868, -0.79232]], "atomic_forces_ev_per_a": [[0.92, 0.26, -0.11], [0.69, 1.05, 0.46], [-0.95, 1.84, -0.08], [-0.30, -0.83, 0.47], [1.13, 0.33, -0.43], [-1.31, -0.01, 0.31], [0.74, -2.15, -0.88], [-0.46, 0.66, -0.10], [0.35, -0.08, 0.36], [-0.55, -0.85, -0.50], [-0.54, 0.05, 0.08], [0.48, -0.37, 0.17], [-0.20, 0.09, 0.24]], "e_above_lowest_ev": 3.253, "homo_lumo_gap_ev": 8.804, "e_tot_ha": -428.103562, "smiles": "N/N=c1\\ncon1N", "multiplicity": 1}

Record 2
{"formula": "C2H5N5O2", "method": "ωB97M-V/def2-TZVPD", "species": ["N", "N", "C", "N", "N", "N", "C", "O", "O", "H", "H", "H", "H", "H"], "positions_angstrom": [[-1.78076, 1.14958, 0.25623], [-1.51421, -0.06262, -0.25603], [-0.40167, -0.65097, 0.06395], [0.22514, -0.84729, 1.32060], [0.03113, -1.72961, -0.87490], [0.87726, -1.24629, -1.57379], [1.05360, 0.44957, -1.06562], [0.61300, 1.34722, -1.71904], [2.16211, 0.56247, -0.30958], [-0.99055, 1.72869, 0.53507], [-2.47354, 1.63916, -0.29388], [-0.22393, -0.30489, 2.05152], [0.21219, -1.82847, 1.58051], [2.21022, -0.20654, 0.28496]], "atomic_forces_ev_per_a": [[-0.30, 0.12, 0.82], [2.02, -0.03, -0.75], [-2.48, -2.02, 0.66], [0.27, 0.84, -0.12], [-1.33, -0.07, 1.16], [0.93, 2.52, 0.22], [1.31, -0.73, -2.47], [0.02, -0.42, 0.64], [-0.50, -0.15, 0.33], [-0.24, -0.18, -0.13], [0.25, -0.07, 0.05], [0.05, 0.01, -0.09], [-0.02, 0.01, -0.24], [0.03, 0.16, -0.08]], "e_above_lowest_ev": 3.224, "homo_lumo_gap_ev": [8.383, 8.383], "e_tot_ha": -503.330566, "smiles": "N/N=C(N)/N=N\\C(=O)O", "multiplicity": 1}

Record 3
{"formula": "C2H5N5O3", "method": "ωB97M-V/def2-TZVPD", "species": ["C", "N", "N", "O", "C", "N", "N", "N", "O", "O", "H", "H", "H", "H", "H"], "positions_angstrom": [[0.41628, -1.37139, -0.82364], [-0.65328, -0.64284, -0.02381], [-1.75254, -1.11965, 0.50592], [-2.35349, -0.35809, 1.18288], [-0.34230, 0.83315, 0.17847], [-1.30443, 1.83362, -0.44126], [0.80943, 1.35542, 0.61352], [1.87962, 0.33243, 0.61391], [2.12943, -0.35869, 1.61856], [2.55808, 0.12547, -0.39475], [0.56617, -0.92306, -1.86617], [1.61290, -1.50705, -0.27984], [-0.11294, -2.50346, -0.82626], [-1.24398, 2.74352, -0.04288], [-2.20897, 1.56062, -0.01464]], "atomic_forces_ev_per_a": [[0.07, -4.14, 0.91], [3.77, 3.95, -1.02], [0.74, -2.42, -1.00], [-1.22, 1.45, 1.12], [0.69, 2.38, -0.71], [0.18, -3.97, 2.54], [-1.58, -2.66, -1.83], [2.26, -2.17, 1.44], [-1.71, 2.10, -0.95], [-1.29, 2.38, 0.58], [-0.55, -0.66, 1.65], [-4.53, 0.00, -1.61], [1.71, 3.01, -0.51], [1.26, 1.03, 0.29], [0.21, -0.30, -0.90]], "e_above_lowest_ev": 5.226, "homo_lumo_gap_ev": 9.877, "e_tot_ha": -578.408471, "smiles": "CN(N=O)/C(N)=N\\[N+](=O)[O-]", "multiplicity": 1}

Record 4
{"formula": "C2H5N6", "method": "ωB97M-V/def2-TZVPD", "species": ["C", "C", "N", "N", "N", "N", "N", "N", "H", "H", "H", "H", "H"], "positions_angstrom": [[1.14973, -0.14214, -0.79697], [-1.46948, 0.05703, 1.05622], [2.91970, -1.18113, -0.77262], [1.78645, -1.08515, -1.46332], [1.77784, 0.34493, 0.25958], [2.91384, -0.34311, 0.23718], [-0.94309, 0.52764, -1.26080], [-1.47912, 0.97571, -0.07092], [-2.01797, -0.84804, 0.77472], [-0.44751, -0.22727, 1.34374], [-1.97372, 0.52954, 1.90284], [-1.22562, -0.44271, -1.39139], [-0.99106, 1.83469, 0.18174]], "atomic_forces_ev_per_a": [[-3.37, 0.89, -0.65], [0.14, -0.16, -0.06], [0.92, -0.23, 0.34], [-0.77, 0.41, -0.05], [-0.90, 0.20, -0.44], [0.97, -0.38, 0.15], [3.26, -0.66, 0.77], [0.14, 0.11, 0.03], [-0.01, 0.11, 0.08], [-0.08, 0.03, -0.10], [-0.01, -0.05, -0.03], [-0.09, 0.00, 0.16], [-0.20, -0.25, -0.21]], "e_above_lowest_ev": 2.336, "homo_lumo_gap_ev": [8.229, 8.228], "e_tot_ha": -407.628191, "multiplicity": 1, "total_charge": -1}

Record 5
{"formula": "C2H5NO", "method": "ωB97M-V/def2-TZVPD", "species": ["C", "N", "C", "O", "H", "H", "H", "H", "H"], "positions_angstrom": [[0.74806, 0.41966, -0.65607], [-0.41850, -0.30189, -0.25661], [-0.87071, -0.30446, 1.04549], [-0.84305, 0.61428, 1.83535], [1.22999, 0.76359, 0.26523], [1.44948, -0.24709, -1.17792], [0.48386, 1.26119, -1.28912], [-1.01574, -0.76705, -0.92363], [-0.96470, -1.39440, 1.13387]], "atomic_forces_ev_per_a": [[0.17, 0.47, -0.25], [-0.18, 0.59, -0.19], [0.92, -0.17, -0.60], [0.14, -1.09, -0.46], [-0.06, 0.16, -0.32], [-0.21, 0.22, 0.03], [0.37, 0.32, -0.10], [0.49, -0.34, 0.04], [-1.64, -0.16, 1.84]], "e_above_lowest_ev": 1.452, "homo_lumo_gap_ev": 10.466, "e_tot_ha": -209.168955, "smiles": "CNC=O", "multiplicity": 1}

Record 6
{"formula": "C2H5NO", "method": "ωB97M-V/def2-TZVPD", "species": ["C", "N", "H", "H", "H", "C", "O", "H", "H"], "positions_angstrom": [[2.06613, 0.82353, 1.09284], [2.76972, -0.17323, 0.75972], [2.49306, 1.81939, 1.22141], [0.99889, 0.69120, 1.26275], [3.74492, 0.12010, 0.66101], [-3.02012, -0.82159, -1.25332], [-2.93190, -1.44389, -0.23408], [-2.50797, 0.14694, -1.39294], [-3.61272, -1.16245, -2.11737]], "atomic_forces_ev_per_a": [[0.22, -0.16, -0.06], [0.03, 0.14, 0.08], [-0.18, 0.12, 0.08], [0.01, 0.04, -0.03], [-0.08, -0.14, -0.07], [0.09, 0.19, -0.02], [-0.05, -0.04, -0.03], [0.05, 0.03, 0.06], [-0.09, -0.17, 0.00]], "e_above_lowest_ev": 2.466, "homo_lumo_gap_ev": 11.184, "e_tot_ha": -209.131723, "smiles": "C=N.C=O", "multiplicity": 1}

Record 7
{"formula": "C2H5NO", "method": "ωB97M-V/def2-TZVPD", "species": ["C", "C", "N", "O", "H", "H", "H", "H", "H"], "positions_angstrom": [[-0.02345, -1.42394, -0.57480], [-0.06126, 0.62695, 0.75790], [-0.86096, -0.70977, 0.09557], [0.85627, 1.50868, -0.36290], [-0.38644, -2.24701, -1.25510], [0.83603, -0.95660, -0.85477], [0.76618, 0.44145, 1.69337], [-0.84241, 0.96903, 1.20683], [-0.28398, 1.79121, -0.70610]], "atomic_forces_ev_per_a": [[-4.07, 0.38, -0.85], [7.66, -4.47, -2.22], [3.27, 1.02, 1.03], [-9.08, -1.02, 1.49], [0.22, 0.44, 1.32], [3.17, 0.63, -0.41], [-2.21, -0.17, -3.02], [-4.61, 3.80, 2.07], [5.65, -0.61, 0.60]], "e_above_lowest_ev": 5.888, "homo_lumo_gap_ev": 10.571, "e_tot_ha": -209.005945, "multiplicity": 1}

Record 8
{"formula": "C2H5NO", "method": "ωB97M-V/def2-TZVPD", "species": ["C", "C", "N", "O", "H", "H", "H", "H", "H"], "positions_angstrom": [[-1.12959, -0.11201, 0.26200], [0.13686, 0.14969, -0.13171], [1.28422, -0.40201, 0.33560], [0.30574, 1.05698, -1.11802], [-1.39646, -0.97712, 0.83248], [-1.85532, 0.68212, 0.32129], [2.10720, -0.41149, -0.24023], [1.21355, -1.06590, 1.08600], [-0.66620, 1.07975, -1.34743]], "atomic_forces_ev_per_a": [[0.06, -0.27, 0.73], [-0.34, -0.50, 0.38], [0.02, -0.04, -0.12], [-1.29, 0.25, -0.02], [0.24, -0.30, 0.41], [-0.16, 0.18, -0.63], [-0.06, -0.10, -0.08], [0.06, 0.08, -0.08], [1.46, 0.71, -0.59]], "e_above_lowest_ev": 1.516, "homo_lumo_gap_ev": 8.945, "e_tot_ha": -209.166626, "smiles": "C=C(N)O", "multiplicity": 1}

Record 9
{"formula": "C2H5NO", "method": "ωB97M-V/def2-TZVPD", "species": ["C", "N", "H", "H", "H", "C", "O", "H", "H"], "positions_angstrom": [[2.05211, -0.25912, 0.03557], [0.79177, -0.33125, 0.40208], [2.63227, 0.60459, -0.32648], [2.55869, -1.24127, -0.23235], [0.37948, 0.52560, 0.03526], [-2.10243, 0.14773, 0.01058], [-1.59193, 0.27470, -1.09949], [-1.98173, -0.82757, 0.54447], [-2.73826, 1.10658, 0.63036]], "atomic_forces_ev_per_a": [[-1.79, -2.13, -0.71], [3.17, 0.32, -1.87], [-0.71, 0.12, 0.12], [-0.19, 1.02, 1.44], [-0.19, 0.63, 1.12], [-0.12, 1.72, -0.83], [-1.59, 0.24, 2.55], [-0.30, 0.67, -0.02], [1.71, -2.58, -1.80]], "e_above_lowest_ev": 3.496, "homo_lumo_gap_ev": 10.818, "e_tot_ha": -209.093848, "smiles": "C=N.C=O", "multiplicity": 1}

Record 10
{"formula": "C2H5NO2", "method": "ωB97M-V/def2-TZVPD", "species": ["C", "N", "C", "O", "O", "H", "H", "H", "H", "H"], "positions_angstrom": [[0.48642, 1.11790, 1.48016], [0.01127, 0.90097, 0.17110], [-0.24432, -0.32824, -0.47550], [-1.32521, -0.85938, -0.68023], [0.92395, -0.95455, -0.75671], [-0.00445, 1.80377, 2.08952], [0.61351, 0.28911, 2.13106], [1.49968, 1.65037, 1.44105], [-0.88726, 1.32630, 0.03924], [0.45706, -1.60286, -1.43097]], "atomic_forces_ev_per_a": [[4.26, 0.74, 0.46], [-2.93, -0.45, -2.19], [1.06, -0.42, 2.41], [1.00, 1.33, -0.49], [-2.46, -1.70, -2.65], [-1.93, 1.26, 0.35], [0.09, -1.31, 0.10], [-0.86, -1.02, -0.05], [-0.36, 0.76, 0.30], [2.14, 0.80, 1.75]], "e_above_lowest_ev": 1.160, "homo_lumo_gap_ev": 10.588, "e_tot_ha": -284.424745, "smiles": "CNC(=O)O", "multiplicity": 1}

Record 11
{"formula": "C2H5NO2", "method": "ωB97M-V/def2-TZVPD", "species": ["N", "C", "O", "H", "H", "H", "C", "O", "H", "H"], "positions_angstrom": [[1.00856, 0.73155, -0.87950], [0.55929, -0.38970, -1.56244], [-0.19481, -1.22760, -1.15297], [0.78386, 1.66890, -1.16680], [1.69587, 0.75185, -0.14408], [0.76303, -0.36540, -2.65097], [-1.15302, -0.30336, 1.88457], [-1.70274, 0.66748, 1.44602], [-0.48970, -0.22763, 2.77095], [-1.27034, -1.30609, 1.45522]], "atomic_forces_ev_per_a": [[0.73, 0.60, 0.97], [-1.27, 0.79, -1.32], [0.75, -0.52, 0.79], [0.02, -0.26, -0.72], [-0.39, -0.65, 0.22], [0.18, 0.00, 0.10], [0.11, 0.18, 0.25], [-0.05, -0.04, -0.04], [-0.01, -0.03, -0.07], [-0.07, -0.07, -0.17]], "e_above_lowest_ev": 2.179, "homo_lumo_gap_ev": 10.787, "e_tot_ha": -284.387288, "smiles": "NC=O.C=O", "multiplicity": 1}

Record 12
{"formula": "C2H5NO2", "method": "ωB97M-V/def2-TZVPD", "species": ["C", "C", "O", "N", "O", "H", "H", "H", "H", "H"], "positions_angstrom": [[-0.36709, -0.75084, -1.45480], [0.09575, -0.04211, -0.43211], [1.00225, 1.01150, -0.63218], [-0.50796, 0.04355, 0.82554], [0.38965, 0.41823, 1.86226], [0.04235, -0.60479, -2.43466], [-1.14284, -1.47988, -1.31913], [1.37999, 1.24740, 0.22951], [-0.81994, -0.94958, 0.99293], [-0.07216, 1.10652, 2.36264]], "atomic_forces_ev_per_a": [[0.36, -0.26, 0.40], [1.16, 2.97, -0.90], [-0.53, -1.35, 0.03], [-1.15, -2.12, 0.60], [0.27, -0.26, -0.10], [0.10, 0.08, -0.17], [-0.16, -0.18, 0.09], [-0.19, -0.15, -0.11], [0.23, 1.45, 0.51], [-0.09, -0.18, -0.35]], "e_above_lowest_ev": 3.081, "homo_lumo_gap_ev": 9.165, "e_tot_ha": -284.354155, "smiles": "C=C(O)NO", "multiplicity": 1}